(1)
ORCA calculation (the ωB97M-V functional and the def2-TZVPD basis) on 5 unconnected molecules or ions with the total composition C16H26FO11S in a non-equilibrium geometry.

charge: -1
energy relative to the best compared isomer or geometry (same formula, charge and spin): 37.6 kcal/mol
Kohn-Sham gap: 8.4 eV
HOMO: -0.2234 Eh
energy: -53083.6840 eV
2S+1: 1

Last column: natural (NBO) charge in e.
Geometry (Å):
C (0.58, 1.95, -4.48)  -0.417
O (4.52, 1.53, 0.86)  -0.476
H (2.11, -1.91, -0.69)  0.206
H (1.71, 1.12, -2.76)  0.194
O (-2.39, 2.73, -2.46)  -0.950
H (-2.98, -1.80, 1.11)  0.167
O (-6.09, -0.07, -0.44)  -0.623
O (4.65, -0.31, -0.28)  -0.483
O (-4.32, 0.58, 0.65)  -0.478
C (2.33, -1.09, 0.05)  -0.635
H (-2.80, -1.91, 3.77)  0.226
O (0.24, -3.54, 3.11)  -0.491
H (3.13, 0.33, -1.31)  0.168
H (-2.76, 0.15, 1.87)  0.181
H (1.57, -0.82, 0.61)  0.244
C (-4.95, -0.27, -0.10)  0.969
H (-0.33, -0.87, 4.47)  0.199
H (2.05, 2.94, -3.06)  0.216
H (0.41, 0.97, -4.83)  0.213
H (-2.02, -1.32, -1.68)  0.217
C (5.33, 0.69, 0.32)  0.969
H (2.75, -1.63, 0.70)  0.217
C (3.18, 1.33, 0.56)  -0.092
O (1.41, -2.02, 3.83)  -0.484
C (-2.98, -1.23, 0.22)  0.075
H (-1.50, 2.66, -5.19)  0.255
F (-0.11, 1.33, 1.37)  -0.967
C (0.18, -1.29, 3.64)  -0.131
C (1.45, -3.24, 3.45)  0.975
C (3.26, 0.09, -0.32)  0.072
H (-0.93, -1.27, -0.47)  0.235
H (0.19, 2.35, -0.83)  0.350
H (-2.35, -3.38, 3.33)  0.210
S (-1.04, 3.18, -2.67)  2.199
C (-3.03, 0.27, 0.73)  -0.094
H (2.54, 1.11, 1.44)  0.243
C (-0.60, 3.00, -4.41)  -0.707
H (-2.33, 1.07, 0.22)  0.247
O (-4.22, -1.27, -0.39)  -0.476
O (2.31, -4.13, 3.75)  -0.633
H (-1.61, -2.66, -0.73)  0.205
C (0.09, 2.01, -2.01)  -0.738
H (2.61, 2.35, -0.06)  0.199
O (6.57, 0.79, 0.58)  -0.637
C (-1.98, -2.61, 3.83)  -0.653
C (-0.61, -2.42, 3.04)  0.090
H (-2.05, -2.88, 4.83)  0.217
H (0.35, -0.48, 2.87)  0.275
H (1.44, 2.16, -5.18)  0.214
O (-0.59, 4.45, -2.25)  -0.958
C (1.29, 1.95, -3.00)  -0.378
H (-0.29, 4.05, -4.65)  0.251
H (-0.68, 1.13, -2.11)  0.245
H (-0.88, -2.22, 1.85)  0.190
C (-1.82, -1.62, -0.72)  -0.629

***

(2)
ORCA calculation (the ωB97M-V functional and the def2-TZVPD basis) on a molecular structure, C19H15BrIrNO6S3 in a non-equilibrium geometry.

charge: -1
energy relative to the best compared isomer or geometry (same formula, charge and spin): 14.6 kcal/mol
Kohn-Sham gap (spin up / spin down): 7.0 / 7.2 eV
HOMO (spin up / spin down): -0.1715 / -0.2220 Eh
energy: -139107.4323 eV
2S+1: 6

Last column: Mulliken spin population.
Geometry (Å):
C (-0.18, -1.20, 1.22)  0.012
H (2.09, 2.36, -1.59)  0.007
S (-1.23, -1.85, -0.11)  0.043
H (-0.59, -1.25, -2.09)  -0.014
S (-2.66, 1.00, -3.59)  1.501
C (-3.34, -0.47, 1.05)  -0.011
C (0.33, -0.84, 3.53)  0.000
Br (7.06, 2.00, -1.09)  0.000
C (3.97, -0.20, -2.75)  0.002
H (1.32, -0.64, -0.19)  -0.008
C (-3.64, -2.84, 0.69)  -0.006
H (-2.72, 0.41, 1.01)  -0.004
C (2.98, 1.77, -1.79)  -0.001
H (-5.51, -3.66, 1.32)  0.000
O (-0.70, 1.69, 0.54)  0.072
C (4.23, 2.20, -1.37)  -0.001
C (2.85, 0.57, -2.47)  0.000
O (-2.53, 2.81, -0.51)  0.159
H (6.12, -0.35, -2.58)  0.000
C (1.05, -0.69, 0.85)  0.005
H (2.20, 0.11, 3.93)  0.000
C (-0.54, -1.32, 2.55)  0.002
C (1.54, -0.28, 3.16)  0.003
H (-6.39, -1.49, 2.12)  0.000
C (-5.40, -1.54, 1.69)  0.000
O (-0.29, 3.31, -1.17)  0.120
O (0.59, 0.98, -2.97)  0.054
H (4.34, 3.12, -0.82)  0.000
H (3.84, -1.15, -3.26)  0.000
C (5.23, 0.23, -2.36)  -0.001
O (1.28, -1.16, -2.85)  0.016
C (5.34, 1.42, -1.67)  0.002
C (-4.62, -0.40, 1.58)  0.012
C (1.46, 0.07, -2.80)  0.009
H (-3.25, -3.78, 0.32)  0.000
H (-5.01, 0.56, 1.90)  0.000
S (-1.14, 3.04, 0.04)  -0.036
C (1.91, -0.22, 1.83)  0.000
C (-4.91, -2.76, 1.24)  0.001
H (-1.50, -1.74, 2.84)  0.000
O (-1.08, 4.07, 1.04)  0.007
C (-2.87, -1.69, 0.61)  0.009
H (0.05, -0.91, 4.57)  0.000
H (2.86, 0.21, 1.53)  0.000
N (-1.23, -0.87, -1.38)  0.126
Ir (-1.32, 1.34, -1.76)  2.922

***

(3)
ORCA calculation (the ωB97M-V functional and the def2-TZVPD basis) on a molecular structure, C20H47AlCl2O9PS2 in a non-equilibrium geometry.

charge: -1
Kohn-Sham gap: 7.9 eV
HOMO: -0.2257 Eh
energy: -102532.4355 eV
2S+1: 1

Last column: Löwdin charge in e.
Geometry (Å):
C (9.79, -1.83, 4.58)  -0.078
O (13.20, -2.71, 2.97)  -0.288
H (11.49, -0.83, 3.69)  0.116
H (9.75, -2.62, 3.83)  0.060
H (-2.70, 1.49, -1.78)  0.110
C (-10.49, 5.13, -4.78)  -0.217
H (4.09, -1.14, 4.63)  0.086
O (0.57, -2.71, 4.27)  -0.304
H (-9.73, 7.32, -4.21)  0.094
Al (-0.50, -3.17, 1.18)  -0.395
H (-4.53, 1.41, -6.14)  0.109
H (9.51, -2.28, 5.54)  0.087
H (-8.07, 3.34, -6.84)  0.095
H (3.07, -3.20, 3.58)  0.098
Cl (0.74, -5.12, 1.33)  0.038
C (3.63, -1.94, 5.22)  -0.083
C (-5.77, 3.20, -5.45)  -0.234
H (-2.97, -0.31, -4.40)  0.108
C (14.03, -3.86, 5.18)  -0.127
C (-10.51, 6.52, -3.87)  -0.261
H (0.86, -2.78, -1.06)  0.066
S (6.09, -4.09, 5.14)  0.620
H (8.21, -4.95, 4.56)  0.074
H (-0.51, -0.28, 4.20)  0.080
H (-5.11, 0.61, -3.17)  0.117
H (-10.41, 4.24, -4.00)  0.112
H (-9.31, 2.78, -5.41)  0.108
H (0.33, -0.50, -1.67)  0.107
C (3.69, -3.26, 4.48)  -0.278
H (11.15, -0.37, 5.36)  0.124
H (-2.39, 1.46, -4.71)  0.107
H (-9.65, 5.29, -6.93)  0.107
H (-6.20, 0.94, -5.36)  0.117
H (-4.50, 2.41, -3.18)  0.109
C (-12.00, 7.27, -3.92)  -0.160
H (-8.44, 5.91, -5.61)  0.103
H (4.17, -1.99, 6.17)  0.063
O (5.01, -3.55, 4.05)  -0.257
H (-0.96, -3.16, -1.47)  0.064
H (-1.05, 1.25, -2.79)  0.109
H (3.30, -4.08, 5.09)  0.118
H (13.64, -4.14, 6.17)  0.074
C (-8.49, 3.56, -5.77)  -0.209
H (7.61, -3.77, 3.35)  0.065
H (-7.47, 2.87, -3.81)  0.113
H (-1.96, -1.49, -2.70)  0.107
O (1.82, -1.18, 2.40)  -0.446
C (-1.95, -0.69, -1.82)  -0.232
C (-7.20, 3.56, -4.73)  -0.215
H (-10.30, 6.28, -2.73)  0.107
H (-7.15, 4.67, -4.29)  0.106
H (-12.62, 6.96, -4.86)  0.071
O (12.12, -2.15, 5.16)  -0.267
C (-2.10, 0.78, -2.52)  -0.213
Cl (-2.66, -3.78, 1.49)  0.050
P (0.37, -1.75, 2.80)  0.597
O (6.61, -2.95, 5.88)  -0.305
H (-12.55, 6.93, -2.92)  0.075
C (-0.55, -0.92, -0.98)  -0.289
H (9.05, -1.07, 4.32)  0.091
H (-4.98, 4.03, -5.12)  0.113
H (-2.85, -0.96, -1.11)  0.122
S (12.67, -3.32, 4.17)  0.623
O (5.55, -5.25, 5.81)  -0.293
C (11.18, -1.22, 4.66)  -0.275
H (-5.90, 3.35, -6.63)  0.105
H (-11.48, 5.06, -5.43)  0.105
C (-4.48, 1.41, -3.78)  -0.223
C (-2.97, 0.76, -3.94)  -0.226
C (7.34, -4.62, 3.99)  -0.127
C (-5.25, 1.66, -5.22)  -0.222
H (-0.02, -3.52, 4.18)  0.061
H (14.48, -4.72, 4.70)  0.076
H (2.59, -1.67, 5.44)  0.062
C (-0.26, -2.52, -0.76)  -0.319
O (-0.64, -0.39, 3.19)  -0.297
H (14.75, -3.05, 5.27)  0.073
H (6.94, -5.44, 3.40)  0.075
O (11.69, -4.38, 4.12)  -0.291
H (-11.80, 8.43, -3.85)  0.072
C (-9.23, 5.06, -5.84)  -0.223
H (-0.49, -0.28, 0.02)  0.106

***

(4)
ORCA calculation (the ωB97M-V functional and the def2-TZVPD basis) on 2 unconnected molecules or ions with the total composition C6H16Si2 in a non-equilibrium geometry.

charge: 0
energy relative to the best compared isomer or geometry (same formula, charge and spin): 31.2 kcal/mol
Kohn-Sham gap: 10.3 eV
HOMO: -0.3482 Eh
energy: -22233.8065 eV
2S+1: 1
SMILES: CC#C[SiH](C)C.C[SiH3]

Last column: natural (NBO) charge in e.
Geometry (Å):
H (-0.15, 2.22, -2.97)  0.254
H (0.88, -0.11, 2.72)  0.268
H (-2.42, -0.46, 1.32)  -0.169
H (-1.29, -3.11, -2.17)  0.236
C (2.66, 1.13, -1.18)  -1.056
Si (0.75, 1.31, -0.95)  1.351
H (3.00, 0.42, -0.48)  0.243
H (-1.39, 2.44, -1.84)  0.269
H (2.93, 2.13, -0.74)  0.224
H (0.27, -3.48, -1.23)  0.237
H (-1.24, -3.04, -0.29)  0.240
H (0.22, -1.56, 3.48)  0.253
H (3.05, 1.16, -2.22)  0.245
C (-0.40, -1.50, -1.37)  0.023
H (0.01, 3.52, -1.63)  0.242
Si (-1.78, -0.19, 2.65)  0.875
H (0.18, -1.35, 1.74)  0.264
C (-0.03, -0.80, 2.72)  -1.146
C (-0.08, -0.37, -1.19)  -0.480
C (-0.65, -2.92, -1.22)  -0.695
H (-2.15, 1.28, 2.67)  -0.164
H (-2.77, -0.60, 3.51)  -0.181
C (-0.24, 2.52, -1.91)  -1.135
H (0.63, 1.37, 0.55)  -0.196

***

(5)
ORCA calculation (the ωB97M-V functional and the def2-TZVPD basis) on 2 unconnected molecules or ions with the total composition C5H13NO2 in a non-equilibrium geometry.

charge: 0
energy relative to the best compared isomer or geometry (same formula, charge and spin): 12.5 kcal/mol
Kohn-Sham gap: 11.0 eV
HOMO: -0.3773 Eh
energy: -10981.3384 eV
2S+1: 1
SMILES: NC(=O)O.CC(C)C

Last column: natural (NBO) charge in e.
Geometry (Å):
H (2.51, -1.98, -0.71)  0.210
H (-0.77, 1.17, 0.56)  0.442
C (2.09, -1.62, 0.23)  -0.608
O (-2.17, 0.03, -1.13)  -0.717
H (1.61, 0.09, -1.83)  0.213
H (0.09, -1.42, -0.54)  0.207
H (0.82, 0.34, 1.88)  0.211
C (-2.54, 1.26, -0.64)  0.871
H (1.80, 1.11, -0.38)  0.198
H (0.26, -1.28, 2.04)  0.226
H (1.86, -2.49, 0.85)  0.207
H (0.22, 0.92, -1.17)  0.224
C (0.16, -0.39, 1.42)  -0.684
N (-1.60, 1.77, 0.16)  -0.874
H (-0.91, -0.26, 1.52)  0.230
H (-2.88, -0.29, -1.68)  0.502
C (0.84, -0.80, -0.04)  -0.193
H (-1.78, 2.68, 0.54)  0.410
H (2.84, -1.02, 0.74)  0.200
C (1.15, 0.41, -0.90)  -0.627
O (-3.59, 1.76, -0.93)  -0.649

***

(6)
ORCA calculation (the ωB97M-V functional and the def2-TZVPD basis) on 2 unconnected molecules or ions with the total composition C2H5NO2 in a non-equilibrium geometry.

charge: 0
energy relative to the best compared isomer or geometry (same formula, charge and spin): 133.7 kcal/mol
Kohn-Sham gap (spin up / spin down): 8.9 / 9.1 eV
HOMO (spin up / spin down): -0.3621 / -0.3598 Eh
energy: -7734.9524 eV
2S+1: 1

Last column: natural (NBO) charge in e.
Geometry (Å):
O (0.41, -1.59, 0.18)  -0.558
O (2.21, 0.45, -0.04)  -0.498
H (-1.37, -0.08, -1.42)  0.249
H (0.28, 1.45, 1.45)  0.087
N (0.92, 0.67, -0.12)  -0.152
H (-1.55, 0.91, -0.13)  0.247
C (0.00, -0.49, -0.01)  0.632
C (-1.39, -0.14, -0.35)  -0.730
H (2.60, -0.28, 0.51)  0.474
H (-2.11, -0.90, -0.06)  0.248

***

(7)
ORCA calculation (the ωB97M-V functional and the def2-TZVPD basis) on a molecular structure, C32H21F15GeMgN4S in a non-equilibrium geometry.

charge: 0
energy relative to the best compared isomer or geometry (same formula, charge and spin): 6.8 kcal/mol
Kohn-Sham gap: 9.0 eV
HOMO: -0.3205 Eh
energy: -153042.9842 eV
2S+1: 1

Last column: Löwdin charge in e.
Geometry (Å):
H (2.85, -2.61, -0.57)  0.143
S (0.61, 1.99, 0.75)  0.292
C (-2.90, 4.27, 4.27)  -0.132
N (3.79, 1.12, 0.76)  -0.045
H (2.01, -4.06, 3.27)  0.115
C (1.65, -1.06, 3.41)  -0.001
F (-3.41, 4.27, 0.71)  0.103
C (-1.83, -2.63, 1.00)  -0.133
C (1.07, -3.08, -4.06)  -0.060
H (-0.80, -1.50, -5.27)  0.084
F (-3.54, -4.02, 1.82)  0.139
H (-0.36, 0.04, -4.50)  0.083
N (2.67, -2.72, 0.42)  0.072
C (4.44, 2.93, 1.89)  -0.074
H (0.52, -3.38, -3.17)  0.079
H (1.54, -1.55, -6.31)  0.082
C (-2.25, 2.08, -1.19)  -0.108
C (-3.41, -0.43, 1.48)  -0.221
H (5.73, 1.85, 3.32)  0.098
F (-3.23, -0.04, -1.61)  0.098
C (-1.39, -1.36, 0.71)  -0.218
F (-4.28, 0.80, -3.92)  0.125
F (-1.21, 1.18, 3.50)  0.068
H (1.96, -0.05, -5.48)  0.084
C (2.57, -3.83, 1.16)  -0.284
F (-1.21, 4.17, -1.00)  0.079
F (-1.84, 2.69, 5.66)  0.124
C (4.61, 0.74, 1.73)  -0.139
C (-2.52, 3.78, -2.90)  -0.137
C (2.85, -5.19, 0.62)  -0.009
F (-5.12, -1.86, 2.27)  0.131
C (-2.98, 3.87, 1.91)  -0.208
H (3.88, -5.27, 0.28)  0.085
C (-2.26, 2.70, 2.04)  -0.138
F (-3.20, 5.02, 5.32)  0.135
N (2.36, -1.61, 1.13)  -0.016
H (3.05, 2.97, 0.31)  0.111
H (2.97, -1.48, -5.26)  0.083
Ge (-1.45, 1.61, 0.57)  0.670
C (-1.90, 2.33, 3.32)  -0.238
N (3.71, 2.46, 0.87)  -0.025
F (-3.83, 3.33, -4.80)  0.140
C (-3.29, 4.67, 3.00)  -0.138
C (-2.20, 3.08, 4.44)  -0.139
C (-3.31, 2.92, -3.64)  -0.132
H (0.60, -3.54, -4.94)  0.082
C (2.18, -3.42, 2.42)  0.028
H (0.68, -0.61, 3.18)  0.067
H (2.37, -0.24, 3.48)  0.077
H (1.58, -1.55, 4.38)  0.086
H (4.87, -0.30, 1.85)  0.114
Mg (2.05, 0.10, 0.03)  0.319
H (2.20, -5.42, -0.23)  0.086
H (2.68, -5.93, 1.40)  0.083
F (-3.97, 5.80, 2.85)  0.127
C (5.06, 1.84, 2.48)  -0.049
F (-0.18, -1.23, 0.14)  0.038
C (-2.00, 3.35, -1.70)  -0.245
F (-2.27, 5.01, -3.35)  0.128
C (1.95, -1.13, -5.38)  -0.058
H (-0.96, -1.30, -3.51)  0.079
F (-4.22, 0.61, 1.69)  0.105
C (-3.89, -1.69, 1.78)  -0.134
C (-3.09, -2.80, 1.54)  -0.130
C (1.61, -0.98, -2.94)  -0.177
C (2.03, -0.54, -1.88)  -0.084
C (2.06, -2.03, 2.35)  -0.323
C (-3.55, 1.64, -3.19)  -0.143
H (4.48, 3.98, 2.13)  0.125
H (2.09, -3.47, -3.97)  0.080
F (-1.06, -3.70, 0.76)  0.121
C (-0.35, -1.05, -4.38)  -0.055
C (-3.00, 1.23, -1.99)  -0.211
C (1.09, -1.55, -4.19)  -0.640
C (-2.14, -0.23, 0.96)  -0.123